C12H16N2 | ωB97M-V/def2-TZVPD

XYZ file:
```
30
Properties=species:S:1:pos:R:3:nbo_charge:R:1
C -3.29691 1.48978 -1.46492 -0.235
C -3.12275 0.86574 -0.18076 -0.208
C -2.22293 1.67042 -2.32534 -0.231
C -1.84289 0.47382 0.26184 -0.200
C -1.06575 1.03858 -2.01842 -0.189
C -0.84777 0.58407 -0.75988 -0.177
C 0.36354 0.03931 -0.18175 0.195
C 1.33991 0.50143 0.54052 -0.143
C 2.09817 -0.64649 1.18343 -0.269
C 1.85096 1.95236 0.51903 -0.625
C 1.17657 -2.22188 -1.16872 -0.450
C 0.30190 -1.78299 2.33005 -0.406
N 0.52444 -1.83379 0.07467 -0.220
N 1.29883 -1.74029 1.24511 -0.212
H -4.22645 2.01201 -1.67491 0.203
H -3.95341 0.84492 0.54023 0.207
H -2.39824 2.10669 -3.30050 0.214
H -1.70309 0.16116 1.29079 0.212
H -0.12691 1.09379 -2.64807 0.208
H 3.16375 -0.92953 0.76204 0.202
H 2.53333 -0.37419 2.15145 0.220
H 1.15300 2.73617 0.84745 0.231
H 2.07612 2.23604 -0.49138 0.221
H 2.75217 2.04028 1.10315 0.213
H 0.43609 -1.93516 -1.96686 0.227
H 2.07099 -1.60787 -1.40396 0.180
H 1.51711 -3.19123 -1.00669 0.220
H -0.43849 -1.08348 2.19985 0.193
H -0.12310 -2.80940 2.22223 0.218
H 0.71182 -1.69028 3.32032 0.201
```

Gap between HOMO and LUMO (alpha / beta), Ha: 0.187 / 0.211
Multiplicity: 3